{"formula": "C25H31BNO4", "method": "ωB97M-V/def2-TZVPD", "orbital_gap_ev": 4.903, "largest_force_ev_per_a": 3.76, "energy_ha": -1351.567535, "total_charge": 1, "species": ["C", "C", "C", "C", "C", "B", "O", "C", "C", "N", "C", "C", "C", "O", "O", "H", "H", "H", "H", "H", "H", "H", "H", "H", "H", "H", "H", "H", "H", "H", "H", "C", "O", "C", "C", "C", "C", "C", "C", "C", "C", "C", "C", "C", "C", "C", "C", "H", "H", "H", "H", "H", "H", "H", "H", "H", "H", "H", "H", "H", "H", "H"], "positions_angstrom": [[-5.89374, -0.26709, -0.27359], [-4.53726, -0.78340, -0.21516], [-3.91031, -1.72260, -0.99338], [-2.56972, -1.77789, -0.50970], [-2.41976, -0.84935, 0.49962], [-1.21604, -0.47953, 1.59150], [-0.82594, 0.88471, 1.35907], [-1.17521, 1.78184, 2.43304], [-1.60667, 0.96475, 3.63860], [-1.32119, -0.43366, 3.21441], [-2.19159, -1.42085, 3.87941], [0.12567, -0.74035, 3.49903], [0.41318, -1.92360, 2.57791], [-0.36468, -1.67699, 1.40014], [-3.64671, -0.23482, 0.68021], [-6.53639, -1.00646, -0.75218], [-6.33133, -0.01909, 0.69393], [-5.91541, 0.64431, -0.87932], [-4.36550, -2.32697, -1.78217], [-1.80217, -2.45336, -0.87244], [-0.33500, 2.44937, 2.67612], [-2.03090, 2.37212, 2.08796], [-1.05078, 1.21285, 4.55792], [-2.67232, 1.05817, 3.82972], [-1.74593, -1.65093, 4.86167], [-3.18241, -0.96241, 4.00889], [-2.27902, -2.32581, 3.26140], [0.75711, 0.10546, 3.18318], [0.25528, -0.93265, 4.57180], [1.48287, -1.97882, 2.29242], [0.13329, -2.87422, 3.07562], [4.26345, -2.35890, -5.67256], [3.12262, -2.94362, -5.01346], [2.36110, -2.16044, -4.20709], [1.43352, -2.82329, -3.36621], [0.93727, -2.17188, -2.26794], [1.19782, -0.78482, -2.01132], [0.90510, -0.25254, -0.72466], [1.34152, 1.05474, -0.34030], [2.15349, 1.32255, 0.80811], [2.44880, 2.63210, 1.15966], [1.97593, 3.69652, 0.36583], [2.34577, 5.10373, 0.68023], [1.18156, 3.43481, -0.76081], [0.94132, 2.13398, -1.16142], [1.94085, -0.09340, -3.02017], [2.52634, -0.75640, -4.08236], [4.66331, -3.13595, -6.33025], [3.95434, -1.49626, -6.27645], [5.02421, -2.06051, -4.94390], [1.23278, -3.87585, -3.55237], [0.40895, -2.74669, -1.50799], [0.88312, -1.01119, 0.03724], [2.58320, 0.47251, 1.35053], [3.03053, 2.84192, 2.06917], [2.01054, 5.75232, -0.12575], [1.90641, 5.42521, 1.62591], [3.42256, 5.25339, 0.77226], [0.77487, 4.26255, -1.35104], [0.42768, 1.89857, -2.10375], [2.17932, 0.96236, -2.88646], [3.18033, -0.20825, -4.75832]], "nbo_charge": [-0.659, 0.290, -0.333, -0.295, 0.011, 0.975, -0.752, -0.077, -0.236, -0.402, -0.409, -0.249, -0.080, -0.743, -0.441, 0.233, 0.228, 0.226, 0.231, 0.208, 0.182, 0.199, 0.213, 0.222, 0.205, 0.229, 0.242, 0.227, 0.221, 0.183, 0.186, -0.262, -0.452, 0.436, -0.279, -0.090, -0.104, 0.134, -0.149, -0.128, -0.221, 0.037, -0.645, -0.168, -0.151, -0.101, -0.315, 0.224, 0.189, 0.197, 0.252, 0.238, 0.257, 0.218, 0.229, 0.226, 0.236, 0.237, 0.220, 0.224, 0.237, 0.242]}